[1]
Below is C6H8O6Tl as an isolated structure at a distorted geometry, with properties calculated with ωB97M-V/def2-TZVPD.

energy relative to the best compared isomer or geometry (same formula, charge and spin): 35.0 kcal/mol
gap between HOMO and LUMO (spin up / spin down): 8.46 / 8.20 eV
LUMO energy (spin up / spin down): -0.669 / -0.925 eV
⟨S²⟩: 0.76
maximum force: 5.18 eV/A
spin multiplicity: 2

Structure (XYZ):
```
21
Properties=species:S:1:pos:R:3:forces:R:3
O 4.25157 -1.32465 1.04502 0.709 -0.548 -0.028
C 3.03846 -1.39238 1.36793 0.482 1.085 1.128
O 2.65015 -1.39042 2.56272 -0.072 -0.424 0.307
O 2.15018 -1.32549 0.36463 -0.011 -0.081 -0.521
C 0.78434 -1.07233 0.68946 -0.170 -0.152 0.380
C 0.01769 -0.81615 -0.59305 0.223 -0.093 -0.275
C -1.46596 -0.60972 -0.31094 -0.112 0.265 0.635
C -2.19931 0.19407 -1.36319 -0.830 2.451 0.320
O -2.01653 -0.14149 -2.61414 0.322 0.372 -0.375
H 0.72191 -0.20102 1.35752 0.030 -0.224 -0.097
H 0.37140 -1.93954 1.22543 0.060 0.211 -0.050
H 0.15344 -1.66800 -1.27700 0.006 0.332 0.148
H 0.43216 0.07022 -1.09615 -0.060 -0.206 0.105
H -1.61632 -0.08578 0.64839 0.140 -0.166 -0.129
H -1.98261 -1.57827 -0.20544 0.192 0.227 -0.062
H -3.29793 0.19821 -1.16593 0.058 0.131 0.140
Tl 5.32600 -1.56650 3.45643 -1.196 0.151 -1.166
H -2.12951 1.59142 -1.21603 0.294 -4.145 -0.551
O -2.21841 3.30475 -1.04399 1.622 2.829 -2.059
O -1.30888 5.38742 -0.69103 0.503 -0.580 -2.318
C -1.66186 4.36563 -1.14064 -2.189 -1.436 4.467
```
Positions in Å, forces in eV/Å.

Here are the Mulliken charges for atoms 1 to 8, given in e: atom 1 (O): -0.78, atom 2 (C): 0.87, atom 3 (O): -0.75, atom 4 (O): -0.26, atom 5 (C): -0.58, atom 6 (C): -0.35, atom 7 (C): -0.50, atom 8 (C): -0.21

***

[2]
Below is a 2-piece molecular cluster, C3H12N2O overall at a distorted geometry, with properties calculated with ωB97M-V/def2-TZVPD.

energy relative to the best compared isomer or geometry (same formula, charge and spin): 17.6 kcal/mol
gap between HOMO and LUMO: 10.50 eV
LUMO energy: 0.927 eV
maximum force: 1.91 eV/A
structure (SMILES): NCCCN.O
spin multiplicity: 1

Structure (XYZ):
```
18
Properties=species:S:1:pos:R:3:forces:R:3
N 1.21245 -1.02809 -0.29890 1.460 0.347 -0.040
C 0.97141 0.23804 -1.05689 -0.498 -1.057 0.084
C 0.01858 1.11019 -0.21925 -0.491 -1.424 -0.806
C -1.46819 0.74410 -0.54215 0.259 1.891 -0.156
N -2.24897 1.95480 -0.10814 -0.122 -1.407 0.920
H 1.92847 -1.52831 -0.83575 -0.595 -0.395 -0.220
H 1.84250 -0.72307 0.44438 -0.336 0.015 0.505
H 1.93781 0.65112 -1.36988 -0.344 0.552 0.209
H 0.44980 -0.09872 -1.96233 0.147 0.407 -0.010
H 0.24660 2.16421 -0.27317 -0.246 0.281 -0.191
H 0.05932 0.76680 0.82058 0.637 0.423 0.065
H -1.78636 0.64411 -1.57961 0.826 -0.181 -0.313
H -1.60729 -0.23132 -0.06412 -0.661 0.221 0.219
H -3.24878 1.79617 -0.23265 0.159 -0.031 -0.090
H -2.13348 1.98850 0.90605 -0.111 0.394 -0.099
O 1.27037 -2.83658 2.50376 -0.071 0.518 0.216
H 1.02303 -2.07021 1.95848 0.060 -0.655 -0.041
H 1.53274 -3.54175 1.90960 -0.072 0.101 -0.252
```
Positions in Å, forces in eV/Å.

Here are the Mulliken charges for atoms 1 to 8, given in e: atom 1 (N): -0.67, atom 2 (C): -0.54, atom 3 (C): -0.49, atom 4 (C): -0.59, atom 5 (N): -0.62, atom 6 (H): 0.20, atom 7 (H): 0.28, atom 8 (H): 0.36

***

[3]
Below is a 6-piece molecular cluster, C18H48O6 overall, with properties calculated with ωB97M-V/def2-TZVPD.

energy relative to the best compared isomer or geometry (same formula, charge and spin): 0.0 kcal/mol
gap between HOMO and LUMO: 9.56 eV
LUMO energy: 0.335 eV
maximum force: 0.94 eV/A
structure (SMILES): CC(C)O.CC(C)O.CC(C)O.CC(C)O.CC(C)O.CC(C)O
spin multiplicity: 1

Structure (XYZ):
```
72
Properties=species:S:1:pos:R:3:forces:R:3
C -2.98074 0.45822 -3.62790 0.312 0.004 0.186
C -3.59420 -0.21110 -2.40802 0.147 0.053 -0.228
C -5.02086 -0.65140 -2.63244 -0.181 0.056 0.472
O -2.78607 -1.33408 -1.99121 -0.180 0.293 0.039
H -1.90249 0.55236 -3.48027 -0.037 -0.048 -0.034
H -3.36311 1.47066 -3.75858 -0.194 -0.074 -0.092
H -3.16060 -0.12895 -4.53021 -0.015 0.048 -0.045
H -3.55614 0.49279 -1.57372 0.032 -0.076 0.073
H -5.07168 -1.41303 -3.41290 -0.065 0.028 -0.071
H -5.65267 0.19429 -2.90349 0.041 -0.010 -0.181
H -5.42690 -1.05780 -1.70294 0.004 -0.122 -0.107
H -3.00791 -2.09285 -2.53845 0.052 -0.057 -0.010
C -3.49443 -2.08377 1.67057 0.400 0.479 0.116
C -3.76177 -0.59412 1.90495 -0.287 -0.464 -0.012
C -4.73131 -0.35788 3.04782 -0.303 0.365 0.050
O -2.56111 0.09212 2.22338 -0.074 -0.107 0.201
H -3.04495 -2.50134 2.57444 -0.190 -0.136 0.012
H -2.76473 -2.20969 0.86609 -0.150 -0.022 -0.067
H -4.41197 -2.60459 1.40443 -0.019 -0.110 0.059
H -4.21829 -0.18379 0.98921 0.168 0.105 0.022
H -5.69465 -0.84132 2.87212 0.108 -0.144 -0.090
H -4.94740 0.71017 3.14848 0.147 -0.050 0.012
H -4.33851 -0.70792 4.00328 0.130 -0.083 -0.084
H -1.91321 -0.04185 1.50993 -0.065 0.149 -0.217
C 5.15088 1.02513 0.69843 -0.061 0.001 -0.807
C 4.48445 0.11415 1.70978 -0.088 0.145 0.612
C 4.64071 -1.34872 1.35704 0.043 -0.456 -0.249
O 4.94809 0.39459 3.04109 0.033 -0.058 -0.115
H 5.46636 1.96080 1.15138 -0.040 0.035 0.082
H 4.44034 1.25635 -0.10504 0.050 0.082 0.096
H 5.99877 0.55490 0.19135 0.132 0.029 0.285
H 3.42675 0.38766 1.72762 -0.030 -0.137 0.184
H 5.63868 -1.54197 0.95445 -0.064 0.002 -0.073
H 3.91383 -1.64884 0.59927 0.158 0.058 -0.140
H 4.50415 -2.03807 2.19322 -0.188 0.297 0.210
H 5.64490 -0.22769 3.26959 0.029 0.013 -0.071
C -2.39221 4.85941 1.79924 0.202 -0.186 -0.316
C -1.98595 3.40003 1.89236 -0.086 -0.048 0.827
C -0.54407 3.25740 2.36198 0.050 -0.225 -0.262
O -2.86660 2.79286 2.84857 0.029 0.174 -0.442
H -1.67529 5.40452 1.18024 -0.127 0.043 -0.060
H -2.38761 5.31046 2.79037 -0.077 -0.039 0.071
H -3.38772 4.93327 1.36412 -0.028 0.155 0.051
H -2.09263 2.90255 0.92185 -0.062 0.043 -0.064
H -0.42543 3.69457 3.35273 0.025 0.144 -0.024
H 0.13318 3.73243 1.64535 0.045 0.045 0.150
H -0.26059 2.20441 2.43557 -0.071 0.000 -0.014
H -2.83664 1.83446 2.69136 0.138 -0.049 0.096
C 2.87566 -2.30927 -2.69382 -0.191 -0.151 -0.300
C 4.38612 -2.19841 -2.89848 -0.267 -0.287 0.373
C 4.84384 -0.77821 -3.09570 0.272 0.266 -0.304
O 5.10022 -2.70897 -1.75914 -0.087 0.092 -0.307
H 2.60244 -3.25839 -2.22619 0.122 0.029 0.103
H 2.36213 -2.31051 -3.66158 0.062 0.198 0.059
H 2.46795 -1.49369 -2.09516 0.109 -0.014 0.095
H 4.63642 -2.79075 -3.78710 0.164 0.013 0.061
H 5.90625 -0.75230 -3.34434 -0.024 -0.020 0.032
H 4.70393 -0.17346 -2.19871 -0.129 -0.119 0.073
H 4.30166 -0.30857 -3.91918 -0.038 -0.021 0.046
H 4.95807 -3.65981 -1.72575 0.003 0.000 0.063
C 1.13736 0.66572 -0.26650 0.662 -0.123 -0.242
C 0.17026 -0.48307 -0.38916 -0.811 0.316 0.363
C 0.44904 -1.57535 0.61744 -0.169 -0.456 0.418
O -1.16243 0.05279 -0.15111 0.446 -0.079 -0.037
H 1.31289 0.97736 0.76378 -0.332 -0.027 0.081
H 0.79229 1.52227 -0.84132 0.078 0.022 -0.078
H 2.11670 0.33439 -0.63604 -0.082 0.185 -0.088
H 0.16861 -0.88434 -1.40552 0.131 -0.004 -0.047
H -0.39559 -2.26607 0.70034 0.060 0.018 -0.225
H 0.57534 -1.15515 1.61983 0.094 0.085 -0.093
H 1.33281 -2.16990 0.37910 0.086 0.136 -0.071
H -1.77260 -0.44607 -0.71219 0.048 -0.203 -0.003
```
Positions in Å, forces in eV/Å.

Here are the Mulliken charges for atoms 1 to 8, given in e: atom 1 (C): -1.50, atom 2 (C): 1.02, atom 3 (C): -1.41, atom 4 (O): -0.60, atom 5 (H): 0.34, atom 6 (H): 0.37, atom 7 (H): 0.36, atom 8 (H): -0.03

***

> Number 3 is which compound?

C18H48O6